C21H43O16Zn | the ωB97M-V functional and the def2-TZVPD basis

Geometry as XYZ:
```
81
Properties=species:S:1:pos:R:3:forces:R:3:lowdin_charge:R:1
H 0.96457 0.01626 -3.65991 0.0 0.0 -0.1 0.09
H 3.61472 1.25835 1.31915 -0.1 -0.3 0.1 0.10
C 0.59313 4.70787 -2.99394 -0.7 0.0 0.7 -0.01
O 2.16542 1.65678 -3.22093 0.4 -0.2 -0.2 0.06
H -2.47171 1.82504 -4.70352 -0.1 0.0 -0.3 0.10
O -1.90577 -0.11100 -2.63816 -0.4 0.4 0.2 0.05
H 1.27348 -2.86176 -0.92959 -0.1 0.0 0.3 0.06
H 0.45049 -2.05564 -2.78532 0.1 0.1 0.0 0.07
H -1.24132 -5.45021 3.08287 -0.3 0.1 -0.3 0.11
C -3.16898 -2.35606 -0.19062 0.1 -0.6 0.0 0.02
H 1.17816 4.68067 1.93922 0.3 -0.1 0.0 0.09
H -3.52266 2.19311 1.09125 -0.2 -0.2 -0.1 0.08
H -1.78196 2.63800 2.53297 0.0 0.1 0.0 0.06
C 1.86009 -3.65304 -0.45680 0.1 -0.1 -1.3 -0.04
C -3.21187 1.02265 -4.69834 0.6 0.0 0.7 0.02
H 6.31435 -0.38051 1.33343 0.0 0.2 -0.1 0.09
O -3.93073 -1.52671 0.71017 0.0 -0.4 -0.3 0.07
H -1.29199 -3.96648 3.96714 0.0 0.3 -0.1 0.09
C 0.26434 -4.09545 1.16038 0.0 -0.3 0.0 -0.62
H -3.73102 1.08468 -3.74373 -0.3 -0.1 -0.2 0.10
H 2.91443 -3.41134 -0.56598 0.0 0.1 0.5 0.10
H 3.07384 1.48739 -0.34709 0.1 0.0 -0.1 0.07
C -1.22582 -4.36456 2.95773 0.5 -0.7 0.7 -0.01
C 0.55513 -0.20303 4.19705 0.3 -0.2 0.0 -0.49
H 2.94191 -0.12584 0.38933 -0.1 0.1 0.3 0.06
H -2.04080 -4.01344 2.33857 0.1 0.1 -0.2 0.08
H -3.83663 -2.69962 -0.97839 0.0 0.2 0.0 0.11
O -2.50542 -0.23461 -4.79326 -0.4 0.2 -0.5 0.06
O 0.08179 -4.01217 2.47036 -0.4 0.3 0.2 0.00
O -0.55434 -4.40801 0.33703 -0.3 0.1 -0.1 0.12
C -0.84296 3.18258 2.57918 0.0 -0.3 0.1 0.03
O 5.47173 1.00107 -1.04330 0.0 0.2 -0.2 0.08
H 0.20622 4.84684 -1.97917 0.1 -0.1 0.0 0.08
H -0.18514 2.67314 3.29783 0.0 0.1 0.0 0.11
H 1.02415 0.26944 2.13631 0.5 -0.1 0.2 0.06
C 4.93451 0.42145 -0.13612 -0.1 -0.1 0.2 -0.50
C 1.09814 3.98475 1.10531 -0.7 0.6 0.1 0.03
H -0.26306 4.44128 -3.61220 0.2 0.0 -0.2 0.10
H 1.34609 -1.44968 2.57798 -0.1 -0.1 0.0 0.09
O 0.07653 2.12570 -2.50756 -0.6 -0.1 0.0 0.06
H -0.28710 -1.49594 5.68988 0.1 0.2 0.2 0.09
C 3.54231 0.78118 0.33787 0.1 0.3 -0.3 -0.02
O -4.48741 0.37545 1.46539 -0.5 0.2 0.2 0.06
C -3.60805 -0.26845 0.74579 0.4 0.1 0.0 -0.57
O 1.53374 -3.80456 0.90743 0.4 0.4 0.3 0.01
O -1.18793 -1.73293 -4.01509 -0.2 0.0 -0.2 0.06
H 4.88477 -1.36751 1.08268 0.0 0.0 0.0 0.07
H 2.74459 -0.15573 -3.85566 0.0 0.0 -0.1 0.11
Zn -1.14229 0.97498 -1.05072 1.6 -0.9 0.4 0.74
O -0.46045 2.34267 0.39910 -0.4 0.6 -0.1 0.02
C 1.19450 2.44783 -2.88514 -0.3 0.0 0.3 -0.60
H 1.04657 5.63872 -3.30682 0.2 -0.1 -0.2 0.10
C -1.87123 -0.65052 -3.73689 0.4 0.0 0.2 -0.58
C 1.94330 0.24117 -3.24234 0.1 -0.1 0.2 0.01
H 0.93820 4.59325 0.21349 0.2 -0.1 -0.1 0.09
C -4.26001 1.74361 1.76516 1.0 0.8 -0.1 -0.01
H -0.59252 -3.47537 -3.09810 0.1 0.1 -0.4 0.11
C -0.62661 -0.74479 4.97947 -0.4 -0.4 -0.9 -0.01
H 1.69674 -4.56438 -1.03763 -0.2 -0.1 0.3 0.11
C 0.70832 -0.58483 2.73712 -1.4 0.7 0.0 -0.01
H 6.16148 -1.31127 -0.15703 0.1 0.0 0.1 0.09
H -2.31702 -1.81890 -0.58263 0.0 0.1 0.0 0.05
C -0.12511 3.12899 1.27516 0.3 -0.6 -0.1 -0.42
C 5.60907 -0.72675 0.57766 -0.1 -0.3 0.0 -0.02
H -1.17191 0.05926 5.46832 0.3 0.0 0.3 0.08
H -2.80700 -3.22716 0.34902 -0.1 0.1 0.1 0.08
O 1.59143 3.68938 -3.01923 0.2 0.6 -0.3 0.05
H -3.87515 1.06797 -5.54738 -0.1 0.0 -0.1 0.10
H -0.31757 -0.74471 2.38379 0.3 -0.6 -0.3 0.07
H -1.33551 -1.23643 4.30516 0.1 0.0 0.1 0.06
H 2.00074 -0.15126 -2.23030 -0.1 0.0 0.0 0.07
C -0.56476 -2.40423 -2.91495 -0.1 -0.5 0.4 -0.01
H -0.98123 4.20193 2.93293 0.0 0.0 0.0 0.10
H 0.94120 -0.71426 -0.22965 -0.1 0.3 0.3 -0.07
H 2.00184 3.39843 0.98232 0.0 -0.2 0.0 0.09
H -1.12856 -2.22587 -2.01372 0.2 0.2 0.2 0.06
H -5.18267 2.30190 1.67543 -0.2 -0.2 0.2 0.11
O -2.61535 0.22074 0.22478 -0.2 0.6 -0.2 0.05
H -3.81808 1.82400 2.75979 -0.4 -0.1 0.1 0.10
O 1.35098 0.51940 4.73592 0.3 0.5 0.2 0.07
O 0.18268 -0.28294 -0.60967 -0.2 -0.4 -0.4 -0.35
```
Forces are in eV/Å.

The calculated total energy comes out at -103647.148 eV. The calculation puts the energy above the lowest of the compared OMol25 structures with the same formula, charge and spin at 0.0 kJ/mol. For the highest occupied orbital energy, the calculation gives -0.424 Ha. As for the total charge: +1.


C21H44B3IN2O5 | the ωB97M-V functional and the def2-TZVPD basis

Geometry as XYZ:
```
76
Properties=species:S:1:pos:R:3:forces:R:3:lowdin_charge:R:1
H 7.62605 3.29156 -0.50308 0.1 -0.2 -0.4 0.07
C -2.29499 -3.23767 1.36674 -0.3 -0.3 -1.6 -0.47
H -3.40874 2.82722 -3.05995 0.0 0.0 0.0 0.06
H 6.95907 2.21828 2.21848 0.0 0.1 0.4 0.08
H -1.87939 4.27773 -2.64587 0.0 -0.1 0.0 0.11
C -2.76488 -1.81945 1.06962 -0.2 0.3 0.4 -0.06
H -0.74586 -0.13338 -0.30627 0.0 0.0 0.0 0.07
C -2.32790 -4.96951 3.24326 -0.3 -1.5 -0.2 -0.50
H -0.63269 -4.00007 4.15933 -0.1 0.1 0.0 0.13
H 0.93223 -4.22706 2.30813 0.0 0.0 0.0 0.11
H 3.33602 2.24620 -1.24872 -0.3 -0.1 0.1 0.13
H -0.33892 -3.02214 0.49326 -0.1 0.1 -0.1 0.12
H -0.48298 -2.32642 2.08968 -0.1 0.0 0.1 0.12
C -2.74252 -4.08831 0.14408 -0.1 -0.3 0.1 -0.02
C -0.82251 -4.78809 3.42388 0.3 0.4 -0.1 -0.14
H -2.67048 1.22398 0.09160 0.1 0.0 0.1 0.07
H -0.21148 4.70132 -2.93204 0.0 0.0 0.0 0.11
B 3.31971 3.67779 1.82037 -0.6 0.8 0.2 -0.32
H -2.05970 -6.24063 1.44950 0.0 0.0 0.0 0.06
H -4.07110 -5.32195 4.48216 0.0 0.0 0.0 0.09
H 6.59966 4.98221 1.54708 0.3 0.3 0.1 0.08
C -2.98866 -5.23957 4.58927 -0.1 0.4 0.2 -0.04
H -0.40278 1.36252 0.56342 -0.1 0.1 0.0 0.10
H -2.39092 -1.09806 1.79465 -0.1 -0.1 0.1 0.08
H -2.11602 -0.07400 -5.05958 0.0 0.0 0.0 0.09
H -0.14553 -5.27081 1.41801 -0.1 0.0 0.0 0.10
H -3.48669 2.57182 -4.78357 0.1 0.0 -0.1 0.09
H -3.64374 -6.37393 2.21682 0.0 0.0 0.0 0.09
H -3.85386 -1.75496 1.05430 0.0 -0.1 0.0 0.10
B 3.37834 3.09868 -0.42387 -0.7 0.1 -1.3 -0.38
H -2.22285 -7.11052 2.95246 0.0 0.1 0.1 0.09
C -2.56186 1.84971 -0.79411 -0.2 -0.1 -0.2 -0.01
N -1.25978 0.94339 -2.72178 1.8 0.7 -0.3 -0.08
H 8.33570 1.89039 1.22284 0.3 -0.1 0.1 0.07
H 6.17160 2.48191 0.04888 -0.2 0.0 -0.3 0.11
H -0.53007 0.62396 -5.40509 0.0 0.0 0.1 0.08
H -3.36418 1.53709 -1.45554 0.0 0.0 -0.1 0.06
C -0.76402 -3.19378 1.48362 0.3 -0.1 0.5 -0.14
C -2.57790 -6.23712 2.40537 0.0 0.1 -0.2 -0.04
C -0.88582 3.85157 -2.80901 -0.1 -0.1 0.0 -0.17
H 0.17481 2.72839 -4.30426 0.0 -0.1 0.1 0.13
O -3.04020 -2.81592 3.48919 -0.6 -0.1 0.0 -0.02
C -0.86134 2.99318 -4.07138 0.3 0.2 0.3 -0.14
H -2.61609 -6.18010 4.99390 0.0 -0.1 -0.1 0.09
C -1.15065 1.67921 -1.42681 -1.1 0.2 1.3 -0.46
B 4.76813 4.60541 0.43014 -0.3 1.6 -0.5 -0.75
H 8.23127 3.45846 2.03930 0.2 0.1 0.2 0.08
H -3.31147 -4.96901 0.42565 0.1 0.0 0.1 0.06
H -2.39660 -1.51929 0.08902 0.0 -0.2 -0.1 0.07
N -2.93488 -3.75823 2.61189 1.4 1.1 0.9 -0.09
H -3.80573 1.22731 -3.69121 0.0 0.0 0.0 0.09
C -0.44905 3.03332 -1.59438 0.3 0.3 -0.5 -0.13
H -2.77458 -4.45977 5.31699 0.0 0.1 -0.1 0.08
C -0.34876 0.87550 -0.41054 0.5 -0.3 -0.2 -0.04
I 7.04642 6.02389 -0.90263 -0.1 0.0 0.3 0.92
O 2.73055 2.98281 0.78582 0.7 -0.7 0.4 0.23
H -2.75669 2.88081 -0.49547 0.0 0.0 0.0 0.09
H -0.39704 -5.70453 3.83759 -0.1 -0.1 0.0 0.12
C 7.66849 2.68126 1.54212 -0.4 -0.3 -0.5 -0.09
C 6.92860 3.21488 0.31531 0.4 0.3 0.6 -0.29
O -0.15586 0.32368 -2.97946 -0.3 -0.5 0.0 -0.01
H -3.40972 -3.51987 -0.50316 0.1 0.1 0.0 0.08
C -0.12317 -4.42897 2.11518 -0.1 0.0 -0.1 -0.17
H -1.98130 1.39709 -6.02554 -0.1 0.1 0.1 0.09
H 0.62922 2.86331 -1.68275 0.0 -0.2 0.0 0.11
H 3.39808 3.27676 2.93274 -0.4 -0.1 0.1 0.12
C -3.18221 2.10941 -3.84464 -0.1 0.0 0.2 -0.04
O 3.93118 4.87911 1.50257 0.8 -0.8 0.6 0.27
C 6.32357 4.61408 0.57124 -0.4 -0.2 -0.5 -0.57
O 4.12535 4.21661 -0.73670 0.7 -0.9 0.5 0.24
H 0.70556 0.80101 -0.67177 0.0 0.0 -0.1 0.08
H -1.23122 3.56773 -4.92284 -0.1 -0.1 0.0 0.12
C -1.69386 1.72192 -3.92192 -1.4 0.3 -0.6 -0.50
H -0.58863 3.62458 -0.68790 0.0 -0.1 0.1 0.12
C -1.56598 0.86131 -5.17258 0.4 -0.3 0.0 -0.04
H -1.89579 -4.41525 -0.46104 0.0 0.0 0.0 0.09
```
Forces are in eV/Å.

The calculated total energy comes out at -45841.020 eV. Its spin multiplicity is 3. Its expectation value of S² is 2.01. For the highest occupied orbital energy (spin up / spin down), the calculation gives -0.308 / -0.343 Ha.


C21H44BCl16InNO5 | the ωB97M-V functional and the def2-TZVPD basis

Geometry as XYZ:
```
89
Properties=species:S:1:pos:R:3:forces:R:3:lowdin_charge:R:1
H 3.57399 -4.17003 0.49485 -0.1 -0.2 0.3 0.06
H -2.77540 -4.26778 4.83348 -0.1 0.0 0.0 0.07
H -4.25065 -5.05946 2.94666 0.0 0.1 -0.1 0.07
H -0.69106 -2.43993 -5.49781 0.1 -0.1 0.0 0.07
C -4.35548 -4.08456 3.41659 0.0 -0.1 0.1 -0.66
H -5.54842 7.86430 -1.65007 0.0 0.1 0.0 0.07
C 9.34797 -3.43358 -1.00077 0.1 0.1 0.0 -0.66
H 1.34498 -1.04062 -6.01230 0.0 0.0 0.1 0.03
H -6.50508 6.83570 -0.57881 0.0 0.0 0.1 0.07
C -6.61296 -2.34762 6.03848 0.1 0.1 -0.1 -0.65
H 4.93723 -5.01157 -0.21829 0.2 -0.3 -0.1 0.06
C 0.24423 7.70182 2.32326 -0.1 0.1 0.0 -0.67
H 9.16612 -3.82402 -0.00208 -0.1 0.0 0.0 0.07
Cl 1.61712 1.33652 -4.54635 -0.2 0.3 -0.3 0.54
Cl 4.43503 3.25778 -4.41775 0.0 0.0 0.0 0.53
H -4.18909 6.14192 -0.39251 0.0 0.0 0.0 0.06
H -1.75916 3.06117 3.35476 -0.1 0.0 0.0 0.07
Cl -3.10790 8.20621 -0.13728 0.0 0.0 0.0 0.54
C 0.86653 -3.21075 -2.10219 0.5 0.9 -0.3 -0.23
Cl 0.56320 5.73443 4.18603 0.1 0.0 0.1 0.56
C -5.73278 7.60218 -0.61142 0.0 -0.1 -0.1 -0.66
H 10.29910 -5.16079 -1.82448 0.0 0.0 0.0 0.07
Cl -6.39541 9.04272 0.20750 0.0 0.0 0.0 0.53
H -2.69434 -2.11411 -1.11111 0.1 0.4 0.0 0.08
O -0.93972 -4.72226 -0.69012 0.8 -1.9 0.7 0.09
O -0.57558 -2.99126 -2.04152 0.7 0.5 0.1 -0.08
H -0.65663 3.96337 2.31369 0.0 0.0 -0.1 0.03
H -3.12533 -2.59678 4.37951 0.0 0.0 -0.1 0.07
H -0.66270 1.65368 1.55788 0.0 0.0 0.1 0.04
C 4.81851 -2.88074 -0.73223 -0.8 0.0 0.3 -0.26
H -8.47473 -2.86310 6.99539 0.0 -0.1 0.0 0.07
C -8.09005 -2.63920 6.00347 -0.1 0.1 0.0 -0.66
C 4.18690 -4.25518 -0.39919 -0.1 0.6 0.3 -0.11
H 2.33059 4.09148 -5.07051 0.0 -0.1 0.0 0.06
Cl 2.09200 -3.15893 -5.37938 0.1 -0.2 -0.3 0.58
C -4.48429 7.08860 0.05666 0.0 -0.1 0.0 -0.69
C -0.26213 -2.35876 -6.49410 -0.1 0.2 0.1 -0.65
O 0.53997 -0.14050 0.84026 0.6 0.6 0.3 -0.10
C -2.28498 -2.82260 -0.40172 -0.5 -0.2 -1.2 -0.02
H -6.43036 -1.42817 6.59205 0.0 0.0 0.0 0.08
Cl -0.58529 -3.88755 -7.36013 0.0 0.0 0.0 0.52
Cl -2.95564 1.19735 1.49417 -0.1 0.0 0.0 0.54
Cl 8.06042 -2.26682 -1.37744 0.2 0.0 -0.1 0.61
H -3.06974 -3.52570 -0.16603 -0.2 -0.1 0.4 0.05
Cl -8.47484 -4.01605 4.94003 0.0 0.0 0.0 0.54
Cl -1.70215 -3.67399 2.83560 -0.2 -0.1 0.2 0.61
H 3.50894 -4.56918 -1.17856 -0.1 -0.2 -0.3 0.06
Cl 1.27439 6.93210 1.09070 0.0 0.0 0.0 0.54
H 1.79479 7.70981 3.82854 0.0 -0.1 -0.1 0.07
Cl -5.69472 -3.64022 6.85886 0.0 0.0 0.0 0.55
In 2.11640 -1.31667 -1.91276 0.6 -1.1 0.1 0.70
H -1.95031 -2.31432 0.48429 0.2 0.2 0.2 0.04
H 3.17316 -1.78345 1.54897 0.0 0.5 0.0 0.09
Cl -2.88722 4.58538 1.94748 -0.1 0.1 0.0 0.54
C -1.59388 3.41148 2.33907 0.2 -0.1 0.0 -0.66
C 0.74594 7.44408 3.72249 0.0 0.1 0.0 -0.66
H -5.10886 -4.15667 4.19812 0.0 0.0 0.0 0.01
H -8.62297 -1.77456 5.61125 0.0 0.0 0.0 0.07
H 2.93683 -0.82957 -3.39597 -0.3 0.0 0.1 -0.09
B 3.71802 -1.81169 -0.31229 -0.2 0.4 -0.4 -0.50
C 1.92436 2.71057 -3.46378 0.0 0.0 0.2 -0.65
O 3.73752 -1.24753 0.97323 0.3 -0.8 0.1 0.01
N 1.16761 0.58318 0.09162 -1.5 -1.1 -0.7 -0.19
C -1.53874 2.26814 1.36298 0.1 0.0 -0.1 -0.66
H -0.77061 7.33277 2.18946 0.0 -0.1 0.0 0.05
H -4.63820 6.92924 1.12077 0.0 0.1 0.0 0.05
H 4.98703 -2.86451 -1.79984 0.4 0.2 -0.3 0.07
H 2.39922 2.31910 -2.56624 0.0 -0.1 0.0 0.07
H 1.20405 -3.91496 -1.35476 -0.3 -0.1 0.4 0.03
H -6.20660 -2.23190 5.03516 0.0 -0.1 0.0 0.05
H 0.16682 8.03105 4.43382 -0.1 0.0 0.0 0.07
H 10.28773 -2.88236 -0.99039 0.0 0.0 0.0 0.07
H 5.74782 -2.74709 -0.19700 0.3 0.0 0.2 0.03
H 9.49343 -4.14844 -3.02899 -0.1 0.0 0.0 0.07
Cl -4.98947 -2.94925 2.20087 -0.1 0.1 -0.1 0.56
H -0.78685 -1.57318 -7.03592 0.0 0.0 0.0 0.07
H 1.66636 -2.06247 -7.41831 0.0 -0.1 0.0 0.07
C 1.20833 -2.03650 -6.43208 0.1 0.1 0.0 -0.65
Cl 8.00321 -5.61648 -1.94639 0.0 0.0 0.0 0.54
O 0.89505 0.30055 -1.17704 0.6 0.9 0.4 -0.33
H 2.81031 4.65317 -3.46501 0.0 0.0 0.0 0.07
H 0.95404 3.11901 -3.18614 0.0 0.0 0.0 0.08
C -3.05018 -3.61556 4.00565 0.2 0.0 0.1 -0.66
H 1.12106 -3.64674 -3.04683 -0.2 -0.3 -0.6 -0.03
C -1.18563 -3.61788 -1.05192 -1.1 1.1 0.1 -0.61
C 2.75674 3.78349 -4.11870 -0.1 0.1 0.0 -0.67
C 9.42308 -4.54296 -2.01840 0.1 -0.1 0.0 -0.67
H -1.48222 2.62207 0.33659 0.0 0.0 0.0 0.07
H 0.25224 8.77221 2.12272 0.0 0.0 0.0 0.07
```
Forces are in eV/Å.

The calculated total energy comes out at -240427.554 eV. For the highest occupied orbital energy, the calculation gives -0.147 Ha. As for the total charge: -1.